Entry 1:
55
Properties=species:S:1:pos:R:3:forces:R:3:mulliken_spin:R:1 method="wB97M-V/def2-TZVPD" molar_mass_g_mol=659.75 homo_energy_ev="0.0 / -2.2" total_charge=-1 spin_multiplicity=3
Tm 0.7652 -0.0063 1.2748 -0.27 0.00 -0.79 1.50
Cl -0.3287 0.0314 3.5137 -0.42 0.01 1.48 -0.01
N 0.1616 2.1567 0.9212 -1.52 2.14 -1.35 -0.04
N 0.0972 -2.1563 0.9449 -1.55 -2.12 -1.35 -0.04
C -0.3110 2.8765 -0.0830 1.29 -1.83 2.02 -0.16
C -0.3670 -2.8774 -0.0611 1.28 1.80 2.02 -0.17
C 1.0757 3.0190 1.7173 -0.31 -0.13 -0.33 0.01
C 1.3859 4.1332 0.7216 0.01 0.14 -0.67 0.00
C 2.3081 2.2455 2.1692 0.16 0.05 -0.12 -0.01
C 0.3434 3.5597 2.9406 -0.21 0.01 0.09 -0.01
H 2.8446 1.8337 1.3008 -0.04 0.06 0.27 0.00
H 2.0195 1.4437 2.8777 0.18 0.40 -0.11 0.00
H 2.9699 2.9303 2.7043 0.10 -0.16 0.05 0.00
H -0.5167 4.1721 2.6387 0.14 -0.13 0.06 -0.01
H 1.0348 4.1818 3.5219 -0.11 -0.01 -0.02 0.00
H -0.0065 2.7301 3.5643 0.02 0.16 -0.13 0.01
C 0.9723 -3.0294 1.7736 -0.27 0.11 -0.32 0.01
C 1.2738 -4.1683 0.8035 0.03 -0.16 -0.64 0.00
C 0.2016 -3.5309 2.9901 -0.21 0.00 0.08 -0.01
C 2.2184 -2.2846 2.2373 0.16 -0.02 -0.11 -0.01
H 2.7778 -1.8937 1.3728 -0.05 -0.07 0.28 0.00
H 2.8559 -2.9820 2.7860 0.09 0.16 0.04 0.00
H 1.9409 -1.4702 2.9357 0.17 -0.40 -0.11 0.00
H -0.6700 -4.1222 2.6792 0.14 0.13 0.07 -0.01
H -0.1355 -2.6828 3.5959 0.02 -0.16 -0.13 0.01
H 0.8627 -4.1648 3.5937 -0.11 0.02 -0.03 0.00
O 0.2487 -4.0409 -0.2416 0.25 -1.04 0.35 0.01
H 1.1844 -5.1727 1.2433 -0.02 0.35 -0.17 0.00
H 2.2538 -4.0557 0.3224 -0.22 -0.02 -0.01 0.00
O 0.3286 4.0208 -0.2964 0.34 1.06 0.37 0.02
H 2.3488 3.9818 0.2169 -0.22 0.03 -0.01 0.00
H 1.3391 5.1464 1.1468 -0.04 -0.34 -0.17 0.00
C -1.5032 2.5559 -0.9089 -0.11 -0.27 -0.39 0.03
C -1.5290 -2.5486 -0.9292 -0.09 0.29 -0.38 0.07
C -1.4735 -1.2217 -1.6829 0.09 -0.82 -1.31 -0.16
H -2.4031 -2.5389 -0.2532 0.00 0.04 0.01 0.11
H -1.6524 -3.3846 -1.6221 -0.01 0.17 0.11 0.02
C -1.4794 0.0033 -0.9901 0.21 -0.01 2.06 0.22
C -1.4655 1.2357 -1.6726 0.11 0.86 -1.29 -0.12
H -1.5924 -0.0034 0.1157 -0.17 0.02 -0.61 0.28
C -1.5015 1.2315 -3.0763 0.25 0.75 1.59 -0.01
C -1.4754 0.0165 -3.7505 -0.38 0.04 -0.94 0.38
C -1.6005 2.5080 -3.8685 0.19 0.11 -0.33 -0.08
C -1.5076 -1.2053 -3.0866 0.25 -0.82 1.66 -0.02
H -1.4650 0.0213 -4.8366 -0.07 0.00 0.02 0.06
C -1.6107 -2.4736 -3.8901 0.19 -0.12 -0.32 -0.07
H -1.6320 -2.2230 -4.9565 0.02 -0.09 0.13 0.01
H -2.5292 -3.0349 -3.6741 0.10 0.08 0.02 0.01
H -0.7587 -3.1468 -3.7249 -0.16 0.10 -0.03 0.01
H -2.5202 3.0676 -3.6525 0.10 -0.09 0.03 0.01
H -1.6170 2.2671 -4.9372 0.02 0.09 0.13 0.01
H -0.7497 3.1803 -3.6939 -0.16 -0.11 -0.02 0.01
H -1.6535 3.3976 -1.5903 -0.01 -0.18 0.11 0.01
H -2.3511 2.5365 -0.2014 -0.04 -0.04 0.02 0.12
I 2.5934 -0.0649 -0.9433 0.91 -0.03 -0.90 -0.01

Entry 2:
102
Properties=species:S:1:pos:R:3:forces:R:3:mulliken_charge:R:1 method="wB97M-V/def2-TZVPD" molar_mass_g_mol=2204.50 homo_energy_ev=-4.0 total_charge=-1 spin_multiplicity=1
N -4.1868 -0.2131 -0.0282 -0.06 0.29 -0.17 -0.42
P -3.2027 0.8117 -0.7548 -0.34 -0.71 1.43 0.39
N -1.8349 1.1011 0.0097 0.30 -0.15 -0.82 -0.55
C -0.5807 0.8353 -0.6729 -0.61 0.26 0.64 0.13
C -0.4525 -0.5744 -1.2835 0.88 0.16 0.10 -0.36
O 0.6668 -1.2822 -0.7213 -0.08 -0.11 -0.22 -0.42
C -0.1258 -0.5464 -2.7725 0.54 -0.55 0.04 0.58
F -0.7725 0.4081 -3.4773 0.11 -0.45 0.07 -0.20
F 1.2114 -0.3129 -2.9471 -0.61 0.05 -0.21 -0.26
F -0.3645 -1.7460 -3.3737 -0.08 0.65 0.05 -0.35
H -5.0832 0.2190 0.1554 0.12 -0.16 -0.16 -0.12
H -3.9258 2.0131 -1.0110 0.04 0.03 -0.33 -0.08
H -2.9199 0.3024 -2.0524 0.12 0.33 -0.25 -0.01
H -0.3089 1.5918 -1.4106 -0.01 0.14 -0.35 0.25
H 0.1989 0.8989 0.0798 0.21 -0.11 0.01 -0.34
H -1.3318 -1.1775 -1.0899 -0.47 0.19 -0.30 0.58
H 0.2935 -1.8785 -0.0754 -0.01 -0.18 0.33 0.29
C -6.9158 1.7546 2.1392 0.26 -0.04 0.00 0.34
Cl -8.0378 1.6656 3.5071 0.00 0.05 0.03 -0.12
Cl -5.2410 1.6929 2.6688 -0.11 0.31 0.00 -0.07
Cl -7.2644 0.4774 0.9751 -0.32 0.10 0.10 -0.12
H -7.0650 2.7090 1.6492 0.02 -0.20 0.12 -0.06
C -10.5576 4.5102 1.0270 0.00 -0.08 -0.01 0.02
Cl -11.2804 3.5780 2.3370 -0.01 0.02 0.02 -0.12
Cl -8.8649 4.0714 0.7958 -0.21 0.19 -0.13 -0.11
Cl -11.4725 4.2985 -0.4643 0.12 -0.06 -0.10 -0.11
H -10.5977 5.5558 1.2983 0.01 0.03 0.01 0.30
C -3.2191 -0.0022 -5.6491 -0.13 0.00 0.02 0.87
Cl -4.2290 1.2179 -4.8829 0.01 0.00 -0.01 -0.13
Cl -4.0188 -1.5768 -5.6411 0.03 0.00 0.00 -0.15
Cl -2.7922 0.4750 -7.2985 -0.18 -0.09 0.18 -0.12
H -2.3043 -0.0876 -5.0792 0.02 -0.01 0.01 -0.48
C 2.0700 -0.4722 2.9036 -0.14 -0.07 -0.08 0.27
Cl 2.3939 0.4045 1.4199 0.30 0.09 -0.02 0.01
Cl 0.3600 -0.8845 3.0110 -0.02 0.04 0.01 -0.08
Cl 3.0703 -1.9311 2.9943 0.00 0.28 0.29 -0.10
H 2.3173 0.1676 3.7374 0.03 0.00 0.07 -0.13
C -15.1868 6.6608 -0.6394 0.10 -0.05 0.01 -0.02
Cl -14.2699 5.9510 0.6857 -0.14 0.05 0.10 -0.08
Cl -14.1096 7.4089 -1.8173 -0.01 0.01 0.00 -0.12
Cl -16.2092 5.4469 -1.4147 -0.05 0.00 -0.03 -0.09
H -15.8287 7.4298 -0.2337 -0.03 0.03 0.00 0.31
C 4.4848 -5.3293 1.1218 -0.10 0.12 0.03 -0.14
Cl 3.3394 -4.0698 0.6970 0.08 -0.27 -0.29 0.03
Cl 5.8142 -4.6798 2.0854 -0.09 -0.07 -0.11 -0.02
Cl 3.6735 -6.6416 1.9913 -0.03 -0.07 0.00 -0.14
H 4.9009 -5.7381 0.2118 0.02 -0.05 -0.01 0.31
C -19.4342 3.5201 -0.8804 -0.03 -0.06 -0.02 0.20
Cl -19.1576 3.7037 -2.6127 0.02 0.01 0.00 -0.13
Cl -21.0765 4.0056 -0.4528 0.01 0.02 0.01 -0.13
Cl -19.1154 1.8656 -0.3656 0.01 0.01 0.01 -0.12
H -18.7452 4.1725 -0.3615 0.02 0.02 0.01 0.17
C 9.8458 -3.9238 1.8108 -0.05 -0.12 0.01 0.14
Cl 8.7106 -3.8757 3.1560 0.21 0.13 0.12 -0.13
Cl 11.5097 -4.0938 2.3916 -0.01 0.06 0.01 -0.12
Cl 9.4517 -5.2420 0.7091 -0.01 0.02 -0.04 -0.14
H 9.7660 -2.9924 1.2665 0.03 0.05 0.01 0.22
C 2.8853 3.8881 -2.7352 -0.11 -0.03 0.01 -0.01
Cl 2.1596 2.2881 -2.6561 0.17 0.11 -0.05 0.11
Cl 2.2297 4.8089 -4.0940 0.02 0.00 -0.01 -0.15
Cl 2.6494 4.7601 -1.2175 0.03 0.01 0.01 -0.14
H 3.9491 3.7746 -2.8915 0.03 0.02 0.00 0.20
C 1.8077 3.0821 5.4015 -0.09 0.07 -0.09 0.03
Cl 2.1541 3.1012 3.6729 0.00 -0.06 0.10 -0.06
Cl 0.1241 3.4957 5.7093 0.01 0.00 0.01 -0.11
Cl 2.2050 1.5148 6.1188 0.04 -0.01 0.00 -0.14
H 2.4296 3.8269 5.8772 0.03 0.01 0.03 0.29
C -5.2599 -2.3715 4.5267 0.03 0.13 -0.21 -0.02
Cl -6.5034 -1.5596 5.4925 -0.03 0.01 0.06 -0.14
Cl -5.7498 -4.0382 4.1744 0.00 -0.04 0.03 -0.15
Cl -4.9136 -1.4823 3.0596 0.10 -0.33 -0.04 -0.01
H -4.3587 -2.4142 5.1218 0.00 -0.04 0.06 0.28
C 5.7014 0.8560 -2.1698 0.04 0.04 0.01 0.47
Cl 6.6472 1.2004 -3.6218 -0.23 0.35 0.10 -0.13
Cl 6.3528 -0.5406 -1.3101 -0.02 -0.05 0.01 -0.09
Cl 5.6613 2.2637 -1.1096 -0.06 0.03 0.03 -0.13
H 4.6875 0.6276 -2.4744 -0.04 0.00 0.03 -0.16
C 13.7254 -1.6250 4.0462 0.06 0.04 0.02 0.47
Cl 14.6468 -1.1281 2.6253 -0.03 -0.01 -0.03 -0.11
Cl 14.4798 -3.0085 4.8317 0.02 -0.04 0.04 -0.14
Cl 13.5354 -0.2751 5.1638 0.28 -0.10 0.20 -0.12
H 12.7424 -1.9332 3.7169 -0.04 -0.01 0.00 -0.11
C 5.3012 -9.6811 3.5333 0.02 -0.08 0.06 0.47
Cl 4.1515 -9.7031 4.8710 0.00 0.04 -0.04 -0.13
Cl 6.9582 -9.7859 4.1312 0.01 0.02 -0.01 -0.13
Cl 4.9630 -10.9874 2.3965 -0.01 0.02 -0.02 -0.13
H 5.1913 -8.7422 3.0083 -0.01 0.04 0.00 -0.08
C 1.1926 0.9834 -8.0540 -0.14 0.00 0.13 -0.04
Cl -0.2486 1.3101 -9.0184 0.26 0.09 -0.26 -0.14
Cl 2.3347 2.3267 -8.1582 0.03 0.01 -0.02 -0.14
Cl 0.7611 0.6549 -6.3812 0.07 0.01 0.06 0.02
H 1.6735 0.1035 -8.4568 0.02 -0.01 -0.04 0.29
C 8.9570 -1.8678 -5.5926 -0.03 -0.10 0.07 0.03
Cl 7.9337 -1.6326 -4.1813 0.21 -0.35 -0.12 -0.02
Cl 10.6400 -2.1211 -5.1184 0.01 0.02 -0.01 -0.13
Cl 8.3796 -3.2117 -6.5823 0.00 0.02 -0.01 -0.13
H 8.9130 -0.9702 -6.1936 0.01 0.02 -0.02 0.26
C 9.3832 0.6266 3.4494 -0.16 -0.22 -0.08 -0.11
Cl 8.6756 -0.1358 4.8717 0.02 0.03 0.05 -0.12
Cl 11.0506 0.0943 3.2233 -0.22 0.15 -0.21 -0.06
Cl 8.4142 0.2783 2.0182 -0.01 0.04 -0.05 -0.03
H 9.3913 1.6963 3.6035 0.01 0.03 0.00 0.35

Entry 3:
17
Properties=species:S:1:pos:R:3:forces:R:3:mulliken_charge:R:1 method="wB97M-V/def2-TZVPD" molar_mass_g_mol=111.15 homo_energy_ev=-8.3 relative_energy_kcal_mol=143.1 spin_multiplicity=1
C 0.8298 0.0019 -1.0819 -0.71 2.53 -1.54 -0.66
C 1.1459 0.8436 0.1528 3.13 0.15 -1.89 0.43
C 0.3726 0.6864 1.3818 -0.94 0.31 -2.04 -0.67
C 0.1168 1.8625 0.5051 -0.17 -1.06 -0.12 -0.42
C -1.4460 -1.4044 0.2208 0.45 2.58 5.02 -0.70
N -0.5931 0.0601 -1.2903 -0.52 -0.25 -1.04 -0.18
N -0.9653 0.9839 0.9454 0.05 -1.55 -1.90 -0.37
N -1.4103 -0.0221 -0.2101 -0.83 1.45 0.84 -0.17
H 1.2140 0.3413 -2.1163 0.19 -0.21 1.99 0.39
H 1.1509 -0.9608 -0.8956 0.84 -2.38 0.11 0.27
H 2.3268 1.0528 0.2500 -2.84 -0.11 0.08 0.29
H 0.6522 0.7676 2.3362 1.09 -0.08 3.51 0.37
H 0.2179 2.8912 0.6760 -0.15 1.05 0.49 0.35
H -0.4830 -1.8068 0.1249 1.29 -1.19 0.10 0.30
H -1.8235 -1.4774 1.3260 1.06 0.37 -1.66 0.22
H -2.1652 -1.9232 -0.2438 -2.37 -1.80 -2.45 0.31
H -0.9935 0.5387 -2.0875 0.43 0.19 0.49 0.23

Entry 4:
10
Properties=species:S:1:pos:R:3:forces:R:3:mulliken_charge:R:1 method="wB97M-V/def2-TZVPD" molar_mass_g_mol=92.14 homo_energy_ev=-9.1 relative_energy_kcal_mol=18.2 spin_multiplicity=1
C -0.5467 0.4989 -0.0284 -1.37 -1.67 0.57 0.04
C 0.7678 0.3525 0.6887 -0.02 1.97 3.69 -0.51
C -0.1961 -0.7308 -0.8560 -0.87 -1.59 -0.15 -0.50
H -0.6512 1.4855 -0.3955 0.35 0.62 -1.48 0.27
H 1.0627 1.3675 1.1122 0.35 -1.56 -0.37 0.34
H 0.7189 -0.4358 1.4881 -0.02 0.91 -0.50 0.27
H -0.7205 -0.9981 -1.7994 0.68 0.41 0.49 0.37
H -0.2060 -1.6263 -0.1445 -0.76 1.12 -1.01 0.21
F -1.8286 0.4124 0.6570 1.67 -0.51 -0.10 -0.34
S 1.5997 -0.3259 -0.7224 -0.02 0.30 -1.14 -0.14